The following is a DFT calculation (ωB97M-V/def2-TZVPD) of a cluster of 2 separate species, C7H7N3 in total.

Summary:
M: 133.15 g mol⁻¹
ΔE to the lowest compared entry with this formula, charge and spin: 123.3 kcal/mol
charge: 0
orbital gap (alpha / beta): 7.163 / 7.157 eV
electronic energy: -435.0078 Ha

Cartesian coordinates (Å):
C 2.01 0.28 0.19
C -1.72 1.91 -0.82
C -0.44 1.35 -0.86
C -1.64 0.63 0.92
C 1.20 -2.90 0.07
C 1.40 -2.43 -1.00
C 0.78 -0.02 0.75
N 3.05 0.68 -0.13
N -2.45 1.47 0.20
N -0.32 0.49 0.20
H -2.13 2.52 -1.60
H 0.39 1.56 -1.62
H -1.55 0.73 1.96
H 0.93 -3.03 1.05
H -2.06 -0.38 0.92
H 1.74 -2.39 -1.98
H 0.82 -0.47 1.75